P) Formula: C4H7NO
Source: the OMol25 dataset
Level of theory: wB97M-V/def2-TZVPD

```
! wB97M-V def2-TZVPD RIJCOSX def2/J DEFGRID3
* xyz 0 1
C 1.446 0.080 -0.306
C 0.602 -0.326 1.227
C -0.349 0.693 -0.364
C -1.248 -0.413 0.031
N -2.221 -0.863 -0.636
O -0.694 -0.880 1.166
H 2.322 0.353 0.285
H 1.510 0.821 -1.129
H 1.580 -0.902 -0.755
H 0.562 0.587 1.844
H -0.477 1.596 0.229
H -0.390 0.917 -1.426
H -2.643 -1.663 -0.167
*
```

Kohn-Sham gap: 7.78 eV
E_LUMO: 0.11 eV

Atom charges from the natural (NBO) analysis, given in e for atoms 1 to 8: atom 1 (C): -0.649, atom 2 (C): 0.038, atom 3 (C): -0.359, atom 4 (C): 0.508, atom 5 (N): -0.699, atom 6 (O): -0.511, atom 7 (H): 0.259, atom 8 (H): 0.206

Q) Formula: C4H7NO
Source: the OMol25 dataset
Level of theory: wB97M-V/def2-TZVPD

```
! wB97M-V def2-TZVPD RIJCOSX def2/J DEFGRID3
* xyz 0 1
C 1.860 -0.092 0.750
O 1.187 -0.820 -0.260
C -0.495 0.315 -0.859
C -1.433 -0.398 -0.201
C -1.872 0.014 1.095
N -2.232 0.403 2.127
H 2.363 0.763 0.282
H 1.178 0.285 1.528
H 2.601 -0.757 1.188
H -0.055 1.213 -0.434
H -0.222 0.093 -1.883
H 0.392 -1.242 0.123
H -1.960 -1.207 -0.690
*
```

Kohn-Sham gap: 10.00 eV
E_LUMO: 0.65 eV
SMILES: C=CC#N.CO

Atom charges from the natural (NBO) analysis, given in e for atoms 1 to 8: atom 1 (C): -0.269, atom 2 (O): -0.696, atom 3 (C): -0.175, atom 4 (C): -0.503, atom 5 (C): 0.254, atom 6 (N): -0.337, atom 7 (H): 0.184, atom 8 (H): 0.183

Which structure loses on stability? P) does.

P) Formula: C4H7NO
Source: the OMol25 dataset
Level of theory: wB97M-V/def2-TZVPD

```
! wB97M-V def2-TZVPD RIJCOSX def2/J DEFGRID3
* xyz 0 1
C -1.731 -0.748 -0.035
C -0.681 0.319 0.163
C 1.273 -0.121 0.092
C 2.514 -0.065 -0.360
O -1.224 1.561 0.276
N 0.400 0.005 1.024
H -0.767 2.037 0.984
H 0.120 0.132 -0.914
H -1.268 -1.701 -0.276
H -2.435 -0.461 -0.814
H -2.280 -0.848 0.905
H 3.257 0.485 0.201
H 2.821 -0.595 -1.246
*
```

Kohn-Sham gap: 9.00 eV
E_LUMO: 0.36 eV

Atom charges from the natural (NBO) analysis, given in e for atoms 1 to 8: atom 1 (C): -0.630, atom 2 (C): 0.378, atom 3 (C): 0.342, atom 4 (C): -0.631, atom 5 (O): -0.683, atom 6 (N): -0.521, atom 7 (H): 0.492, atom 8 (H): 0.097

Q) Formula: C4H7NO
Source: the OMol25 dataset
Level of theory: wB97M-V/def2-TZVPD

```
! wB97M-V def2-TZVPD RIJCOSX def2/J DEFGRID3
* xyz 0 1
C 1.123 -0.491 1.618
N 1.120 -1.255 0.398
C 1.152 0.209 0.303
C -0.011 1.011 -0.064
C -1.633 0.486 -1.426
O -1.088 0.204 -0.133
H 0.202 -0.409 2.191
H 2.046 -0.494 2.186
H 0.169 -1.565 0.197
H 2.080 0.638 -0.063
H -1.137 1.413 -1.730
H -2.713 0.594 -1.408
H -1.309 -0.338 -2.069
*
```

Kohn-Sham gap: 8.86 eV
E_LUMO: 0.38 eV

Atom charges from the natural (NBO) analysis, given in e for atoms 1 to 8: atom 1 (C): -0.204, atom 2 (N): -0.557, atom 3 (C): -0.292, atom 4 (C): 0.291, atom 5 (C): -0.264, atom 6 (O): -0.558, atom 7 (H): 0.201, atom 8 (H): 0.208

Which structure loses on stability? Q) does.